[1]
The following is a DFT calculation (wB97M-V/def2-TZVPD) of C4H7NO as an isolated structure.

Results
Highest occupied orbital energy ... -8.0 eV
Energy ... -286.4361 Eh
Gap between HOMO and LUMO ... 8.50 eV

The geometry in ORCA input format:
```
! RIJCOSX wB97M-V def2-TZVPD def2/J DEFGRID3
* xyz 0 1
O -2.551 0.826 0.708
C -1.835 -0.214 0.509
C -0.480 0.091 0.780
N 0.607 -0.654 0.211
C 0.843 -0.460 -1.210
C 1.742 0.152 -0.208
H -2.304 -1.133 0.153
H -0.342 0.248 1.856
H -1.384 1.323 0.786
H 0.164 0.202 -1.745
H 1.156 -1.344 -1.761
H 2.728 -0.265 -0.015
H 1.656 1.227 -0.065
*
```

[2]
The following is a DFT calculation (wB97M-V/def2-TZVPD) of a single C4H7NO molecule.

Results
Highest occupied orbital energy ... -9.7 eV
Structure (SMILES) ... C[C@H]1CC(=O)N1
Energy ... -286.5540 Eh
Gap between HOMO and LUMO ... 10.50 eV

The geometry in ORCA input format:
```
! RIJCOSX wB97M-V def2-TZVPD def2/J DEFGRID3
* xyz 0 1
C -0.068 1.232 1.010
C 0.341 0.372 -0.141
C 0.587 -1.114 0.014
C -0.649 -1.297 -0.852
O -1.330 -2.230 -1.169
N -0.881 0.094 -0.924
H -0.263 2.260 0.670
H -1.000 0.803 1.408
H 0.730 1.241 1.740
H 1.132 0.809 -0.775
H 1.485 -1.530 -0.445
H 0.449 -1.446 1.032
H -0.532 0.807 -1.566
*
```

[3]
The following is a DFT calculation (wB97M-V/def2-TZVPD) of a single C4H7NO molecule.

Results
Highest occupied orbital energy (alpha / beta) ... -8.7 / -8.8 eV
Energy ... -286.4233 Eh
Gap between HOMO and LUMO (alpha / beta) ... 8.78 / 8.51 eV

The geometry in ORCA input format:
```
! RIJCOSX wB97M-V def2-TZVPD def2/J DEFGRID3
* xyz 0 1
N 2.642 0.670 0.066
C 1.713 -0.139 -0.218
O 0.585 0.413 -0.674
C -0.692 -0.176 -0.799
C -1.136 -1.001 0.304
C -1.486 1.281 -0.765
H 3.492 0.175 0.310
H 1.742 -1.234 -0.181
H -0.870 -0.644 -1.768
H -1.853 -1.813 0.124
H -0.676 -1.027 1.291
H -0.912 2.147 -0.381
H -2.547 1.418 -0.584
*
```

[4]
The following is a DFT calculation (wB97M-V/def2-TZVPD) of a single C4H7NO molecule.

Results
Highest occupied orbital energy ... -8.4 eV
Energy ... -286.4778 Eh
Gap between HOMO and LUMO ... 9.13 eV

The geometry in ORCA input format:
```
! RIJCOSX wB97M-V def2-TZVPD def2/J DEFGRID3
* xyz 0 1
C 0.800 -1.576 0.446
C 0.236 -0.449 -0.388
C -1.163 -0.480 -0.883
N -0.497 0.592 0.371
C -0.305 1.951 0.127
O 0.558 2.391 -0.587
H 1.697 -1.260 0.990
H 1.075 -2.401 -0.219
H 0.057 -1.953 1.155
H 1.000 0.064 -0.977
H -1.211 0.238 -1.720
H -1.204 0.304 1.030
H -1.041 2.579 0.655
*
```

[5]
The following is a DFT calculation (wB97M-V/def2-TZVPD) of a single C4H7NO molecule.

Results
Highest occupied orbital energy (alpha / beta) ... -9.0 / -9.0 eV
Energy ... -286.4671 Eh
Gap between HOMO and LUMO (alpha / beta) ... 8.51 / 8.51 eV

The geometry in ORCA input format:
```
! RIJCOSX wB97M-V def2-TZVPD def2/J DEFGRID3
* xyz 0 1
O -1.044 -0.892 2.178
C -1.237 0.155 1.591
N -0.934 0.383 0.281
C -0.253 -0.607 -0.540
C 0.993 0.037 -1.166
C 1.887 0.836 -0.288
H -1.684 1.048 2.073
H 0.011 -1.432 0.128
H -0.935 -1.000 -1.308
H 1.733 -0.745 -1.458
H 0.757 0.558 -2.105
H -1.102 1.300 -0.108
H 1.807 0.358 0.721
*
```

[6]
The following is a DFT calculation (wB97M-V/def2-TZVPD) of a single C4H7NO molecule.

Results
Highest occupied orbital energy (alpha / beta) ... -5.6 / -10.4 eV
Energy ... -286.4176 Eh
⟨S²⟩ ... 2.0147
Gap between HOMO and LUMO (alpha / beta) ... 6.65 / 7.92 eV

The geometry in ORCA input format:
```
! RIJCOSX wB97M-V def2-TZVPD def2/J DEFGRID3
* xyz 0 3
C 0.702 0.093 0.161
C -1.100 0.220 -0.057
C 1.417 1.391 -0.046
C -1.674 -1.144 -0.210
N 1.060 -1.029 0.667
O -1.656 1.266 -0.084
H 1.952 1.358 -1.093
H 2.153 1.434 0.802
H 0.515 2.125 0.026
H -1.237 -1.834 0.479
H -1.603 -1.612 -1.267
H -2.689 -1.134 -0.027
H 2.162 -1.134 0.648
*
```

[7]
The following is a DFT calculation (wB97M-V/def2-TZVPD) of an isolated ion of composition C4H7NO2 and charge -1.

Results
Highest occupied orbital energy (alpha / beta) ... 0.1 / -3.2 eV
Energy ... -361.8096 Eh
⟨S²⟩ ... 0.7539
Gap between HOMO and LUMO (alpha / beta) ... 3.59 / 6.89 eV

The geometry in ORCA input format:
```
! RIJCOSX wB97M-V def2-TZVPD def2/J DEFGRID3
* xyz -1 2
O 3.193 -1.190 0.213
C 2.039 -1.179 -0.178
N 1.353 -0.125 -0.659
C -0.147 -0.061 -0.613
C -0.656 0.536 0.682
C -2.162 0.781 0.668
O -2.668 1.846 1.199
H 1.441 -2.101 -0.189
H 1.780 0.636 -1.154
H -0.437 0.482 -1.520
H -0.469 -1.097 -0.768
H -0.409 -0.155 1.500
H -0.139 1.488 0.849
H -2.720 0.140 -0.030
*
```

[8]
The following is a DFT calculation (wB97M-V/def2-TZVPD) of a 2-piece molecular cluster, C4H7NO2 overall.

Results
Highest occupied orbital energy (alpha / beta) ... -3.1 / -3.1 eV
Energy ... -361.7469 Eh
⟨S²⟩ ... 0.7573
Gap between HOMO and LUMO (alpha / beta) ... 7.27 / 6.06 eV

The geometry in ORCA input format:
```
! RIJCOSX wB97M-V def2-TZVPD def2/J DEFGRID3
* xyz -1 2
O -1.371 1.561 0.770
C -1.887 1.184 -0.327
N -1.303 1.006 -1.496
C 1.046 0.236 -0.048
C 0.066 -0.827 0.392
C 1.591 -1.104 0.689
O 2.060 -2.093 0.024
H -2.949 1.033 -0.231
H -1.673 1.552 -2.282
H 0.867 1.152 0.505
H 1.303 0.212 -1.095
H -0.252 -1.428 -0.445
H -0.564 -0.720 1.263
H 2.007 -0.923 1.701
*
```

[9]
The following is a DFT calculation (wB97M-V/def2-TZVPD) of a single C4H7NO2 molecule.

Results
Highest occupied orbital energy ... -7.8 eV
Structure (SMILES) ... [O-]/C=C1\[NH2+]C[C@@H]1O
Energy ... -361.7160 Eh
Gap between HOMO and LUMO ... 8.39 eV

The geometry in ORCA input format:
```
! RIJCOSX wB97M-V def2-TZVPD def2/J DEFGRID3
* xyz 0 1
O 2.523 0.676 0.598
C 1.841 -0.340 0.380
C 0.683 -0.329 -0.394
N 0.224 1.128 -0.701
C -1.139 0.749 -0.225
C -0.725 -0.740 -0.110
O -0.847 -1.299 1.169
H 2.138 -1.329 0.761
H 0.792 1.815 -0.186
H 0.569 0.707 -1.580
H -1.293 1.159 0.779
H -1.967 1.044 -0.875
H -1.213 -1.375 -0.863
H -1.674 -1.785 1.220
*
```

[10]
The following is a DFT calculation (wB97M-V/def2-TZVPD) of a single C4H7NO2 molecule.

Results
Highest occupied orbital energy ... -10.0 eV
Structure (SMILES) ... CC(=O)N(C)C=O
Energy ... -361.8507 Eh
Gap between HOMO and LUMO ... 10.79 eV

The geometry in ORCA input format:
```
! RIJCOSX wB97M-V def2-TZVPD def2/J DEFGRID3
* xyz 0 1
C -0.180 1.369 -1.371
C 0.074 -0.079 -1.027
O 0.399 -0.921 -1.818
N -0.008 -0.390 0.400
C 1.117 -0.868 1.190
C -1.298 -0.426 0.824
O -2.234 -0.225 0.071
H -0.945 1.448 -2.145
H 0.755 1.780 -1.770
H -0.488 1.946 -0.497
H 0.746 -1.188 2.171
H 1.613 -1.717 0.713
H 1.863 -0.082 1.361
H -1.415 -0.648 1.898
*
```

[11]
The following is a DFT calculation (wB97M-V/def2-TZVPD) of a 2-piece molecular cluster, C4H7NO2 overall.

Results
Highest occupied orbital energy ... -10.0 eV
Structure (SMILES) ... O=C1C=NC[C@@H]1O.[H][H]
Energy ... -361.7847 Eh
Gap between HOMO and LUMO ... 9.74 eV

The geometry in ORCA input format:
```
! RIJCOSX wB97M-V def2-TZVPD def2/J DEFGRID3
* xyz 0 1
O -0.990 1.815 1.052
C -0.215 0.992 0.622
C 0.468 0.923 -0.708
N 0.819 -0.266 -1.011
C 0.454 -1.191 0.076
C 0.170 -0.311 1.298
O -0.802 -0.783 2.178
H 0.554 1.745 -1.413
H 1.246 -1.933 0.214
H -0.461 -1.715 -0.223
H 1.130 -0.111 1.805
H -1.290 -0.001 2.482
H -0.290 0.159 -3.093
H -0.792 0.676 -3.279
*
```

[12]
The following is a DFT calculation (wB97M-V/def2-TZVPD) of a 3-piece molecular cluster, C4H7NO2 overall.

Results
Highest occupied orbital energy (alpha / beta) ... -10.2 / -8.1 eV
Energy ... -361.6239 Eh
Gap between HOMO and LUMO (alpha / beta) ... 9.77 / 7.55 eV

The geometry in ORCA input format:
```
! RIJCOSX wB97M-V def2-TZVPD def2/J DEFGRID3
* xyz 0 1
C -1.716 0.694 0.477
C 0.989 0.392 -0.325
C -0.884 -0.398 -0.041
C -1.044 -1.619 -0.476
O 1.150 -0.308 0.658
O 3.073 0.302 0.765
N 1.091 1.211 -1.210
H 3.437 -0.577 0.934
H 1.984 1.684 -1.312
H -1.609 1.596 -0.126
H -2.769 0.388 0.457
H -1.442 0.932 1.506
H -2.047 -2.020 -0.613
H -0.213 -2.277 -0.695
*
```

[13]
The following is a DFT calculation (wB97M-V/def2-TZVPD) of a single C4H7NO2 molecule.

Results
Highest occupied orbital energy ... -9.8 eV
Structure (SMILES) ... O=CCCNC=O
Energy ... -361.8022 Eh
Gap between HOMO and LUMO ... 10.36 eV

The geometry in ORCA input format:
```
! RIJCOSX wB97M-V def2-TZVPD def2/J DEFGRID3
* xyz 0 1
O 0.636 1.091 -3.047
C 0.102 1.238 -1.971
C 0.377 0.225 -0.885
C -0.561 0.376 0.334
N -0.160 -0.285 1.528
C 0.084 -1.671 1.547
O 0.734 -2.173 2.495
H -0.377 2.207 -1.621
H 0.072 -0.744 -1.343
H 1.557 0.076 -0.715
H -0.836 1.535 0.537
H -1.651 0.144 0.162
H 0.251 0.238 2.319
H -0.229 -2.257 0.660
*
```

[14]
The following is a DFT calculation (wB97M-V/def2-TZVPD) of C4H7NO2 as an isolated structure.

Results
Highest occupied orbital energy ... -8.4 eV
Energy ... -361.6599 Eh
Gap between HOMO and LUMO ... 9.14 eV

The geometry in ORCA input format:
```
! RIJCOSX wB97M-V def2-TZVPD def2/J DEFGRID3
* xyz 0 1
C 1.084 -1.349 -0.404
C 0.444 0.277 0.570
C 0.897 1.263 -0.398
O 0.401 0.121 -1.102
C -0.937 0.415 1.087
O -1.104 0.908 2.194
N -1.948 -0.114 0.331
H 2.122 -1.212 -0.121
H 0.540 -1.952 0.316
H 0.994 -1.798 -1.403
H 0.235 2.096 -0.636
H 1.959 1.486 -0.532
H -2.885 0.069 0.660
H -1.804 -0.229 -0.661
*
```

[15]
The following is a DFT calculation (wB97M-V/def2-TZVPD) of a single C4H7NO2 molecule.

Results
Highest occupied orbital energy ... -8.6 eV
Structure (SMILES) ... CC1=C(CO)N1O
Energy ... -361.6768 Eh
Gap between HOMO and LUMO ... 9.49 eV

The geometry in ORCA input format:
```
! RIJCOSX wB97M-V def2-TZVPD def2/J DEFGRID3
* xyz 0 1
C 1.728 1.199 0.003
C 0.706 0.184 0.168
C -0.480 -0.285 0.278
C -1.892 -0.423 0.605
O -2.279 0.950 0.617
N 0.663 -1.233 0.099
O 0.923 -1.509 -1.321
H 2.131 1.128 -1.007
H 1.292 2.179 0.176
H 2.523 0.999 0.718
H -2.512 -0.993 -0.102
H -2.002 -0.987 1.547
H -2.021 1.195 -0.304
H 1.209 -2.432 -1.295
*
```

[16]
The following is a DFT calculation (wB97M-V/def2-TZVPD) of a single C4H7NO2 molecule.

Results
Highest occupied orbital energy ... -9.7 eV
Structure (SMILES) ... O[C@@H]1CN=COC1
Energy ... -361.8136 Eh
Gap between HOMO and LUMO ... 10.54 eV

The geometry in ORCA input format:
```
! RIJCOSX wB97M-V def2-TZVPD def2/J DEFGRID3
* xyz 0 1
O -0.652 -0.533 1.449
C -0.952 -0.002 0.145
C -0.305 -0.892 -0.902
N 1.106 -0.988 -0.516
C 1.574 -0.069 0.228
O 1.074 1.141 0.545
C -0.241 1.355 0.036
H -0.064 -1.303 1.369
H -2.038 0.083 0.073
H -0.420 -0.524 -1.933
H -0.747 -1.897 -0.860
H 2.524 -0.217 0.731
H -0.157 1.709 -1.004
H -0.703 2.137 0.640
*
```

[17]
The following is a DFT calculation (wB97M-V/def2-TZVPD) of a single C4H7NO2 molecule.

Results
Highest occupied orbital energy ... -10.0 eV
Structure (SMILES) ... C[C@H]1OC=N[C@@H]1O
Energy ... -361.8089 Eh
Gap between HOMO and LUMO ... 10.87 eV

The geometry in ORCA input format:
```
! RIJCOSX wB97M-V def2-TZVPD def2/J DEFGRID3
* xyz 0 1
C -0.287 -0.960 -1.131
C -0.303 -0.445 0.338
O 0.678 -1.192 1.028
C 1.654 -0.315 1.372
N 1.427 0.929 1.271
C 0.091 1.063 0.594
O -0.778 1.903 1.295
H 0.826 -0.962 -1.353
H -0.785 -0.316 -1.805
H -0.677 -1.903 -1.213
H -1.382 -0.748 0.626
H 2.700 -0.607 1.700
H 0.236 1.510 -0.309
H -0.876 1.550 2.204
*
```

[18]
The following is a DFT calculation (wB97M-V/def2-TZVPD) of a single C4H7NO2 molecule.

Results
Highest occupied orbital energy ... -10.9 eV
Structure (SMILES) ... C[C@H](O)OCC#N
Energy ... -361.8229 Eh
Gap between HOMO and LUMO ... 11.76 eV

The geometry in ORCA input format:
```
! RIJCOSX wB97M-V def2-TZVPD def2/J DEFGRID3
* xyz 0 1
C 1.937 -0.007 0.195
C 0.524 -0.397 0.593
O -0.016 -1.431 -0.164
O -0.224 0.819 0.489
C -1.600 0.702 0.257
C -1.867 0.281 -1.143
N -1.988 -0.033 -2.250
H 2.581 -0.887 0.105
H 2.366 0.689 0.924
H 1.892 0.513 -0.768
H 0.468 -0.764 1.625
H 0.077 -1.227 -1.107
H -2.011 1.706 0.399
H -2.105 0.018 0.951
*
```

[19]
The following is a DFT calculation (wB97M-V/def2-TZVPD) of a single C4H7NO2 molecule.

Results
Highest occupied orbital energy ... -9.0 eV
Energy ... -361.7616 Eh
Gap between HOMO and LUMO ... 9.40 eV

The geometry in ORCA input format:
```
! RIJCOSX wB97M-V def2-TZVPD def2/J DEFGRID3
* xyz 0 1
C -1.122 -0.965 0.960
C -0.359 -0.489 -0.254
C -0.738 1.795 0.035
O -0.920 0.769 -0.750
C 1.144 -0.347 0.015
O 1.681 -0.935 0.932
N 1.833 0.377 -0.912
H -1.013 -0.234 1.765
H -2.182 -1.092 0.720
H -0.711 -1.919 1.296
H -0.492 -1.175 -1.097
H -1.273 2.600 -0.519
H 1.354 1.041 -1.499
H 2.797 0.573 -0.691
*
```

[20]
The following is a DFT calculation (wB97M-V/def2-TZVPD) of a single C4H7NO2 molecule.

Results
Highest occupied orbital energy ... -6.9 eV
Energy ... -361.7334 Eh
Gap between HOMO and LUMO ... 7.27 eV

The geometry in ORCA input format:
```
! RIJCOSX wB97M-V def2-TZVPD def2/J DEFGRID3
* xyz 0 1
C 1.185 0.526 -0.847
C 0.199 -0.507 -0.383
C 0.712 -1.543 0.609
O 1.877 -1.735 0.840
C -0.643 0.500 0.312
O -0.147 1.255 1.278
N -1.929 0.683 0.045
H 0.784 1.349 0.866
H 2.215 0.240 -0.626
H 1.036 0.838 -1.879
H -0.399 -1.056 -1.133
H -0.075 -2.134 1.129
H -2.417 0.069 -0.589
H -2.398 1.513 0.378
*
```